Density functional theory data (ωB97M-V with the def2-TZVPD basis set) for an isolated molecule of C3H6N2O at a distorted geometry.

Structure (XYZ):
```
12
Properties=species:S:1:pos:R:3:forces:R:3
N 1.362192 -1.343479 0.039415 -1.57 -1.60 4.72
N 0.285672 -0.578561 -0.308812 0.65 -1.12 1.19
C 0.474343 0.803126 -0.008024 -5.16 -0.24 2.30
C -1.194942 0.711329 0.019041 0.37 7.37 -2.04
C -1.176377 -0.671726 -0.167851 2.63 -2.66 2.48
O -1.961189 -1.538090 0.063395 0.13 -0.56 -1.05
H 1.831747 -1.076954 0.976004 -1.25 -0.48 -2.23
H 1.955918 -1.412668 -0.677014 3.06 -0.37 -3.06
H 1.050621 1.284203 0.853320 -0.99 -1.54 -0.63
H 0.696845 1.228671 -0.862063 1.83 2.86 -4.00
H -1.748897 1.350409 -0.767975 1.08 -1.15 0.47
H -1.575933 1.243740 0.840566 -0.77 -0.51 1.87
```
Positions in Å, forces in eV/Å.

Calculated values
Total energy ... -8232.2939 eV
Molar mass ... 86.09 g mol⁻¹
HOMO energy ... -9.118 eV
SMILES string ... NN1CCC1=O
HOMO-LUMO gap ... 10.00 eV
Energy above the lowest of the compared OMol25 structures with the same formula, charge and spin ... 101.58 kcal/mol